This record from the Open Molecules 2025 dataset describes a molecular structure, C18H26N7O2Yb at a distorted geometry. The level of theory is ωB97M-V with the def2-TZVPD basis set.

The geometry in ORCA input format:
```
! wB97M-V def2-TZVPD RIJCOSX def2/J DEFGRID3
* xyz 2 2
Yb -0.330 -0.092 0.254
N 1.075 1.737 -0.740
C 1.391 1.413 -2.148
C 0.126 1.034 -2.939
N -0.794 0.146 -2.181
C -1.337 -1.017 -2.923
C -1.202 -2.328 -2.127
N -1.542 -2.114 -0.705
H 0.463 2.582 -0.752
H 1.942 2.059 -0.302
H 2.117 0.596 -2.161
H 1.847 2.264 -2.666
H 0.444 0.541 -3.861
H -0.395 1.956 -3.214
H -1.598 0.733 -1.939
H -0.810 -1.146 -3.873
H -2.395 -0.856 -3.152
H -0.179 -2.706 -2.175
H -1.850 -3.077 -2.597
H -1.418 -2.998 -0.205
H -2.549 -1.924 -0.641
N 0.610 -0.406 2.590
C 1.718 -1.351 2.620
C 2.289 -1.762 3.802
C 3.380 -2.646 3.813
C 3.912 -3.099 2.637
C 3.357 -2.702 1.402
C 3.886 -3.117 0.164
C 3.289 -2.690 -0.995
C 2.167 -1.860 -0.915
N 1.633 -1.437 0.221
C 2.225 -1.835 1.387
H -0.134 -0.761 3.205
H 0.921 0.464 3.041
H 1.904 -1.395 4.742
H 3.800 -2.952 4.758
H 4.767 -3.755 2.634
H 4.760 -3.750 0.139
H 3.666 -2.977 -1.962
H 1.690 -1.510 -1.824
C -3.230 5.028 0.252
N -3.061 3.613 0.513
C -4.015 2.876 1.109
C -3.846 1.560 1.410
C -2.588 0.975 1.101
O -2.226 -0.222 1.344
N -1.659 1.725 0.463
C -1.864 3.023 0.131
O -1.014 3.637 -0.504
H -4.203 5.354 0.607
H -3.141 5.220 -0.818
H -2.444 5.586 0.764
H -4.940 3.384 1.338
H -4.616 0.975 1.877
*
```

Kohn-Sham gap (spin up / spin down), eV: 8.46 / 8.45
HOMO level (spin up / spin down), eV: -14.57 / -14.56
E_LUMO (spin up / spin down), hartree: -0.224 / -0.225
Molar mass, g/mol: 545.49


This record from the Open Molecules 2025 dataset describes 2 unconnected molecules or ions with the total composition CH2F3NP2 at a distorted geometry. The level of theory is ωB97M-V with the def2-TZVPD basis set.

The geometry in ORCA input format:
```
! wB97M-V def2-TZVPD RIJCOSX def2/J DEFGRID3
* xyz 0 1
C -0.178 0.090 -0.807
N -4.513 0.476 -0.254
F -2.805 -1.098 0.585
F -1.570 1.625 0.898
F -1.513 2.529 -1.287
P -4.483 -0.909 0.335
P -1.644 0.998 -0.594
H -0.136 -0.664 0.126
H 0.029 -0.365 -1.722
*
```

Kohn-Sham gap (spin up / spin down), eV: 6.63 / 8.33
HOMO level (spin up / spin down), eV: -9.28 / -10.07
E_LUMO (spin up / spin down), hartree: -0.098 / -0.064
Energy relative to the best compared isomer or geometry (same formula, charge and spin), kcal/mol: 96.81
Molar mass, g/mol: 146.98


This record from the Open Molecules 2025 dataset describes a molecular structure, C6H10Br2O at a distorted geometry. The level of theory is ωB97M-V with the def2-TZVPD basis set.

The geometry in ORCA input format:
```
! wB97M-V def2-TZVPD RIJCOSX def2/J DEFGRID3
* xyz 0 1
C 2.749 -0.082 -0.085
C -0.328 -1.035 -0.780
C -0.867 -0.314 1.527
C 0.359 1.331 -0.114
C 1.488 -0.488 0.914
C 0.146 -0.187 0.415
O 3.796 0.155 0.450
Br 1.911 -2.447 0.811
Br 2.010 0.196 2.602
H 2.547 -0.215 -1.204
H 0.471 -1.129 -1.480
H -0.533 -2.033 -0.447
H -1.193 -0.720 -1.453
H -0.965 0.712 2.037
H -1.787 -0.548 1.064
H -0.629 -1.119 2.207
H 0.785 1.963 0.649
H -0.669 1.806 -0.359
H 0.953 1.435 -1.062
*
```

Kohn-Sham gap, eV: 10.21
HOMO level, eV: -9.85
E_LUMO, hartree: 0.014
Energy relative to the best compared isomer or geometry (same formula, charge and spin), kcal/mol: 4.30
Molar mass, g/mol: 257.95


This record from the Open Molecules 2025 dataset describes a single C16H18O5 molecule at a distorted geometry. The level of theory is ωB97M-V with the def2-TZVPD basis set.

The geometry in ORCA input format:
```
! wB97M-V def2-TZVPD RIJCOSX def2/J DEFGRID3
* xyz 0 1
O -3.010 -1.147 -0.465
O -0.143 1.347 -2.308
O -3.389 0.810 -1.674
O -0.166 -0.975 -2.212
O 4.186 0.119 0.984
C -2.647 -0.039 -0.885
C -0.476 0.298 -1.750
C 2.814 1.181 2.722
C 1.527 1.362 3.229
C 2.989 0.441 1.550
C 1.921 -0.057 0.867
C 0.423 0.839 2.515
C 0.602 0.156 1.311
C -4.493 0.218 -2.417
C 0.640 -1.037 -3.414
C 3.937 -0.780 -0.085
C 2.399 -0.749 -0.350
C -1.018 0.846 2.866
C -1.248 0.420 -0.449
C -1.599 -0.266 2.018
C -0.693 -0.416 0.766
H 3.676 1.542 3.279
H 1.438 1.917 4.157
H -4.120 -0.566 -3.064
H -5.189 -0.260 -1.685
H -5.071 0.945 -2.983
H -0.032 -0.949 -4.278
H 1.105 -2.038 -3.464
H 1.464 -0.290 -3.476
H 4.250 -1.805 0.197
H 4.464 -0.420 -0.997
H 1.991 -1.758 -0.408
H 2.179 -0.125 -1.256
H -1.470 1.802 2.641
H -1.117 0.636 3.937
H -1.287 1.505 -0.138
H -2.632 -0.013 1.691
H -1.638 -1.226 2.552
H -0.564 -1.466 0.475
*
```

Kohn-Sham gap, eV: 8.77
HOMO level, eV: -8.08
E_LUMO, hartree: 0.025
Energy relative to the best compared isomer or geometry (same formula, charge and spin), kcal/mol: 14.81
Molar mass, g/mol: 290.31


What did the second record say?
This record from the Open Molecules 2025 dataset describes 2 unconnected molecules or ions with the total composition CH2F3NP2 at a distorted geometry. The level of theory is ωB97M-V with the def2-TZVPD basis set.

The geometry in ORCA input format:
```
! wB97M-V def2-TZVPD RIJCOSX def2/J DEFGRID3
* xyz 0 1
C -0.178 0.090 -0.807
N -4.513 0.476 -0.254
F -2.805 -1.098 0.585
F -1.570 1.625 0.898
F -1.513 2.529 -1.287
P -4.483 -0.909 0.335
P -1.644 0.998 -0.594
H -0.136 -0.664 0.126
H 0.029 -0.365 -1.722
*
```

Kohn-Sham gap (spin up / spin down), eV: 6.63 / 8.33
HOMO level (spin up / spin down), eV: -9.28 / -10.07
E_LUMO (spin up / spin down), hartree: -0.098 / -0.064
Energy relative to the best compared isomer or geometry (same formula, charge and spin), kcal/mol: 96.81
Molar mass, g/mol: 146.98